# 1
This record from the OMol25 dataset describes 12 unconnected molecules or ions with the total composition C47H101B2F8N5O11 at a distorted geometry. The level of theory is the ωB97M-V functional and the def2-TZVPD basis.

Values from the calculation:
Net charge: -2
Calculated total energy in Eh: -3801.24593
HOMO-LUMO gap in eV: 2.51
HOMO in eV: -2.351
LUMO level in eV: 0.160

Each line ends with the Mulliken charge.
CARTESIAN COORDINATES (ANGSTROEM)
C -7.51000 5.07156 8.47772  -1.3468
C -7.57984 5.47708 6.94447  -0.3767
C -8.09383 4.29716 6.08694  -0.6905
N -7.79009 4.19563 4.52528  0.0050
C -6.33309 4.41670 4.09803  -1.0480
C -8.31715 2.82448 4.04644  -0.5615
C -8.62953 3.03790 2.53704  -0.6665
C -8.76188 4.59086 2.30326  -0.6212
C -8.82506 5.13953 3.77213  -0.6009
H -6.79327 4.27893 8.69248  0.3893
H -8.43570 4.70975 8.92525  0.3552
H -7.25332 6.00254 8.98318  0.3830
H -6.51450 5.61163 6.75726  0.2845
H -8.12234 6.38522 6.68167  0.3853
H -9.16961 4.12868 6.13609  0.3509
H -7.65142 3.37175 6.45569  0.5076
H -6.17761 5.47852 4.28899  0.3411
H -6.26622 4.09634 3.05832  0.4820
H -5.81682 3.68535 4.71987  0.3937
H -7.62571 2.02686 4.31815  0.4936
H -9.20264 2.66088 4.66063  0.3603
H -7.81629 2.55853 1.99211  0.3357
H -9.51995 2.55370 2.13604  0.3698
H -7.84324 4.94882 1.83843  0.3097
H -9.55334 4.81128 1.58695  0.3836
H -8.55080 6.18158 3.93648  0.4244
H -9.89753 5.03203 3.93445  0.3576
C 1.70578 7.81637 0.23154  -1.3933
C 0.54660 8.72895 0.55628  -0.2483
C 0.71407 9.76191 1.66808  -0.7205
N 0.21769 11.21163 1.40198  0.2006
C 0.50940 12.23941 2.63509  -1.0077
C -1.31926 11.18898 1.15768  -0.5534
C -1.51293 11.40167 -0.42720  -0.6406
C -0.31033 12.04564 -0.90491  -0.4551
C 0.74759 11.84395 0.14999  -0.6748
H 2.65447 8.34635 0.31643  0.3437
H 1.52346 7.39593 -0.75745  0.3902
H 1.72333 7.04194 0.99837  0.3625
H -0.31911 8.12121 0.81956  0.4475
H 0.20072 9.11853 -0.40115  0.2282
H 1.73764 10.01510 1.94430  0.3896
H 0.12209 9.68999 2.58047  0.4272
H 1.57034 11.99141 2.66661  0.4589
H 0.14048 11.88976 3.59932  0.3352
H 0.31643 13.25326 2.28440  0.3931
H -1.75255 12.07394 1.62374  0.4521
H -1.80290 10.27961 1.51438  0.2963
H -2.33495 12.08888 -0.62749  0.3510
H -1.60844 10.37398 -0.77770  0.3158
H -0.57550 13.10217 -0.94402  0.3532
H -0.06805 11.84430 -1.94841  0.3248
H 1.32396 12.76117 0.27089  0.4204
H 1.47509 11.14685 -0.26581  0.2016
C -0.10911 -9.54555 8.44245  -1.2152
C -1.35727 -9.90112 7.50392  -0.3733
C -1.89039 -8.68926 6.66811  -0.8798
N -2.77020 -9.09219 5.52209  0.2228
C -3.76655 -10.22848 6.03393  -1.1453
C -1.92912 -9.57912 4.32466  -0.6069
C -2.75023 -9.32436 3.12609  -0.5846
C -3.64066 -8.11068 3.41988  -0.6183
C -3.55206 -7.86238 4.92672  -0.5151
H 0.53308 -8.82402 7.93738  0.3533
H 0.36438 -10.49268 8.70099  0.3553
H -0.43488 -9.01825 9.33907  0.3441
H -2.20053 -10.40539 7.97584  0.3787
H -1.02067 -10.56279 6.70580  0.3679
H -1.08949 -8.10383 6.21651  0.4346
H -2.51429 -8.01926 7.25967  0.4896
H -4.52551 -10.18075 5.25303  0.4605
H -4.14118 -9.73719 6.93192  0.4702
H -3.37897 -11.23419 6.19653  0.2744
H -1.67154 -10.63316 4.42837  0.3659
H -1.01127 -9.00436 4.20098  0.4312
H -3.24721 -10.25596 2.85548  0.3007
H -2.01349 -9.09270 2.35691  0.3891
H -4.68936 -8.07983 3.12430  0.3355
H -3.19199 -7.25700 2.91192  0.3139
H -4.55259 -7.97563 5.34414  0.3165
H -3.10124 -6.87253 4.99789  0.3338
C 11.78293 2.33976 -11.62405  -1.5773
C 10.62689 1.46729 -11.29320  0.1151
C 10.50138 1.08083 -9.82168  -0.8014
N 9.51324 -0.03184 -9.45510  0.1960
C 9.92740 -1.40007 -9.98309  -0.8708
C 9.40577 -0.14868 -7.88342  -0.5866
C 7.96832 -0.72838 -7.61784  -0.7052
C 7.12410 -0.14715 -8.76978  -0.5156
C 8.10481 0.37418 -9.87549  -0.5783
H 12.72411 1.79191 -11.57780  0.3785
H 11.91392 3.26619 -11.06487  0.3721
H 11.77777 2.69464 -12.65465  0.3912
H 10.70400 0.59876 -11.94726  0.1868
H 9.81839 2.15509 -11.54090  0.2620
H 10.04328 1.90873 -9.28055  0.3695
H 11.46641 0.84185 -9.37479  0.4473
H 9.12436 -2.10798 -9.77789  0.4078
H 10.86650 -1.62078 -9.47568  0.3485
H 10.18820 -1.31258 -11.03781  0.2967
H 10.28472 -0.67128 -7.50602  0.4528
H 9.27618 0.86171 -7.49558  0.3804
H 8.09721 -1.80866 -7.68480  0.3366
H 7.55435 -0.37960 -6.67175  0.3672
H 6.51108 -0.95646 -9.16640  0.3029
H 6.40655 0.64645 -8.56138  0.3690
H 7.92467 -0.08502 -10.84750  0.3061
H 7.94607 1.45232 -9.89779  0.3487
C 0.98950 -1.03462 -1.25385  -0.9290
N 0.15067 -2.16599 -0.70255  -0.1041
C -1.12870 -1.65098 -0.16631  -0.9594
C -0.20047 -3.12213 -1.90236  -0.9183
C 0.91433 -3.01636 0.33828  -0.5440
C 2.07360 -3.78204 -0.22865  -0.5108
O 1.72353 -4.88166 -1.01965  -0.5511
H 1.73257 -1.24824 -2.02217  0.3414
H 1.51910 -0.58267 -0.41519  0.4153
H 0.31111 -0.20422 -1.44963  0.4006
H -1.10009 -0.96213 0.67794  0.3671
H -1.62618 -2.52501 0.25403  0.4338
H -1.73865 -1.29493 -0.99654  0.4081
H -0.64376 -4.00514 -1.44205  0.3731
H 0.67554 -3.48508 -2.43993  0.3828
H -0.83557 -2.48887 -2.52183  0.4682
H 0.25130 -3.71849 0.84376  0.3747
H 1.24735 -2.34798 1.13230  0.4328
H 2.78625 -4.14973 0.50962  0.4747
H 2.62382 -3.09480 -0.87134  0.3101
H 2.45375 -5.21022 -1.54922  0.3340
B 6.28910 -7.90541 -4.41840  0.6075
F 6.74048 -7.61952 -3.19093  -0.3654
F 7.28789 -8.10525 -5.33760  -0.4084
F 5.64613 -9.14107 -4.40390  -0.4166
F 5.42416 -6.88794 -4.77075  -0.4174
B -4.46988 -1.90430 7.22402  0.5942
F -4.89863 -0.66844 7.77296  -0.4505
F -3.88294 -2.64150 8.23669  -0.4080
F -5.60881 -2.49382 6.92072  -0.3518
F -3.71660 -1.75444 6.09644  -0.3847
C -2.46159 0.84694 -7.55449  -0.8069
C -2.29370 -0.30980 -8.45297  0.5600
O -1.27811 -1.00909 -8.24588  -0.7315
O -3.25263 -0.48280 -9.29470  -0.7585
H -2.89554 1.66523 -8.12912  0.2511
H -1.64410 1.37873 -7.06766  0.2950
H -3.26718 0.60845 -6.86005  0.1923
C -8.33751 -3.22774 -3.86634  -0.7675
C -8.10086 -4.13619 -2.65594  0.5402
O -8.31272 -5.38539 -2.84762  -0.7490
O -7.61342 -3.65503 -1.60355  -0.7362
H -8.20628 -2.20557 -3.51132  0.2729
H -9.37607 -3.12480 -4.18081  0.2349
H -7.74689 -3.50198 -4.74045  0.2049
C 6.95810 -2.40520 4.94322  -0.7010
C 6.54921 -1.07851 4.48458  0.5395
O 6.42978 -0.89474 3.25129  -0.7430
O 6.35217 -0.15005 5.31974  -0.7702
H 6.39324 -2.72516 5.81881  0.2500
H 7.92835 -2.25251 5.41587  0.1729
H 6.97754 -3.10744 4.10980  0.2521
C 5.29860 -9.43201 4.99298  -0.7342
C 5.17002 -10.71973 5.76389  0.5330
O 5.89968 -10.86494 6.73051  -0.7017
O 4.23442 -11.50406 5.44844  -0.7636
H 6.31009 -9.04109 5.10337  0.2555
H 4.69715 -8.60017 5.35957  0.1755
H 5.12587 -9.65311 3.93971  0.2366
C -1.77603 6.32098 -4.96875  -0.8279
C -2.96774 5.85862 -4.10114  0.5109
O -4.05794 6.43258 -4.23396  -0.7537
O -2.83642 4.81517 -3.51676  -0.6815
H -0.92479 5.64277 -4.90934  0.2862
H -1.39380 7.33964 -4.90302  0.2381
H -2.07520 6.30644 -6.01679  0.2282

# 2
This record from the OMol25 dataset describes 8 unconnected molecules or ions with the total composition C47H105F12N7OP2 at a distorted geometry. The level of theory is the ωB97M-V functional and the def2-TZVPD basis.

Values from the calculation:
Net charge: +5
Calculated total energy in Eh: -4191.82114
HOMO-LUMO gap (spin up / spin down) in eV: 10.43 / 3.15
HOMO (spin up / spin down) in eV: -20.177 / -20.176
Multiplicity: 2
LUMO level (spin up / spin down) in eV: -9.751 / -17.027

Each line ends with the Mulliken charge.
CARTESIAN COORDINATES (ANGSTROEM)
C -0.11948 2.20967 -4.10106  -1.3088
C -0.22657 0.63854 -3.98850  0.7715
C -0.01219 -0.04382 -5.36819  -1.0866
N -0.19784 -1.55781 -5.31744  0.2359
C 0.91040 -2.14342 -4.39976  -0.1118
C 1.06831 -3.69722 -4.63882  0.1984
C 1.15264 -4.03325 -6.04937  -1.1071
C 0.09505 -3.41031 -7.01613  -0.9758
C 0.06781 -1.90318 -6.76667  -0.3444
C -1.57354 -2.05109 -4.82171  -0.6534
H 0.81060 2.59618 -4.51780  0.4021
H -0.38829 2.88717 -3.29059  -0.1320
H -0.88308 2.48587 -4.82819  0.5968
H -1.19213 0.36438 -3.56351  0.2212
H 0.53246 0.33768 -3.26639  -0.1648
H 0.98959 0.28638 -5.64298  0.2590
H -0.83506 0.35800 -5.95939  0.4710
H 1.78845 -1.59002 -4.73276  0.3466
H 0.62268 -1.94272 -3.36775  -0.2485
H 1.99787 -4.00855 -4.16227  0.1383
H 0.25867 -4.22936 -4.13940  0.1648
H 2.08971 -3.74449 -6.52541  0.3571
H 1.17736 -5.11073 -6.21222  0.4766
H 0.42142 -3.64701 -8.02883  0.4775
H -0.82213 -3.97581 -6.85155  0.2959
H 1.06473 -1.50129 -6.94760  0.3960
H -0.65091 -1.41600 -7.42560  0.4437
H -2.33662 -1.32668 -5.10640  0.2949
H -1.59866 -2.20834 -3.74340  0.1973
H -1.71995 -2.98764 -5.35980  0.3808
C 1.61767 -3.04567 4.12765  -1.4633
C 1.31030 -3.37581 2.64595  1.1242
C 2.33510 -4.29713 1.94075  -0.7393
N 2.01520 -4.69706 0.45007  -0.1772
C 3.26716 -5.49850 -0.05430  -0.6888
C 3.16856 -6.03369 -1.49197  -0.5473
C 1.82982 -6.79059 -1.68763  -0.8286
C 0.63808 -6.16343 -1.06560  -0.7910
C 0.78663 -5.54826 0.35846  -0.3012
C 1.89781 -3.44895 -0.50276  -0.5058
H 0.89712 -2.36851 4.58628  0.3166
H 2.52967 -2.48201 4.32429  0.1008
H 1.52022 -3.88979 4.81033  0.5401
H 1.12184 -2.41182 2.17340  -0.5068
H 0.37184 -3.92301 2.55663  -0.0194
H 2.45956 -5.23889 2.47524  0.5032
H 3.23583 -3.68487 1.89680  0.2986
H 3.37820 -6.31016 0.66472  0.5706
H 4.19547 -4.95192 0.11178  0.5549
H 4.03771 -6.69066 -1.52449  0.4626
H 3.32717 -5.31815 -2.29880  0.1259
H 1.91225 -7.79964 -1.28374  0.3758
H 1.67075 -6.93423 -2.75635  0.3518
H -0.14427 -6.90083 -0.88595  0.5764
H -0.02109 -5.51795 -1.64607  0.2844
H 1.00229 -6.26389 1.15186  0.5170
H -0.13810 -5.08218 0.69867  0.2564
H 1.74916 -3.77682 -1.53159  0.0343
H 2.78400 -2.82385 -0.39317  0.2570
H 0.98935 -2.99751 -0.10399  0.2421
C -1.18894 5.19372 1.40514  -1.3922
C -2.06084 4.68864 0.18029  -0.1917
C -3.33362 3.99614 0.45508  -0.0035
N -4.49271 3.89411 -0.66404  0.1883
C -5.46423 2.78731 -0.12548  -0.3681
C -6.43948 3.37363 0.94877  -0.4173
C -7.09127 4.66152 0.43677  -0.7908
C -6.09497 5.70674 -0.06237  -0.5486
C -5.16671 5.25420 -1.17662  -0.4975
C -3.72297 3.25484 -1.84294  -1.1428
H -0.29358 5.63236 0.96467  0.4149
H -0.84854 4.38931 2.05718  0.0911
H -1.63800 5.93638 2.06460  0.4443
H -1.35038 3.99623 -0.27126  -0.4067
H -2.16988 5.57723 -0.44150  0.3827
H -3.75798 4.47963 1.33500  0.5136
H -3.16539 2.96264 0.75783  0.1287
H -4.83506 2.00834 0.30516  0.2906
H -6.03168 2.44745 -0.99184  0.4790
H -5.88841 3.38099 1.88917  0.0440
H -7.21009 2.61667 1.09460  0.4948
H -7.65354 5.13115 1.24387  0.4083
H -7.80162 4.49051 -0.37209  0.3253
H -5.33591 5.93860 0.68474  0.2814
H -6.56470 6.61607 -0.43727  0.4153
H -4.27850 5.88585 -1.19132  0.3268
H -5.64684 5.04198 -2.13188  0.3682
H -4.25759 3.22572 -2.79238  0.3974
H -3.44588 2.27174 -1.46238  0.3521
H -2.78793 3.79242 -2.00041  0.4562
C 4.65696 -0.48873 -1.38349  -1.5974
C 4.32002 0.89251 -0.79999  0.9236
C 4.53743 2.00528 -1.82097  -1.1656
N 4.01258 3.43671 -1.44349  0.5298
C 2.50874 3.12756 -1.19635  -0.7437
C 1.55677 4.35284 -1.41702  0.3739
C 1.85997 5.08799 -2.73675  -0.6076
C 3.29043 5.56092 -2.73808  -0.8351
C 4.30675 4.39141 -2.69391  -0.6185
C 4.55915 4.02163 -0.10330  -0.8439
H 4.09583 -0.79058 -2.26787  0.2642
H 4.59967 -1.15675 -0.52409  0.2831
H 5.67514 -0.56930 -1.76417  0.4956
H 4.91882 1.03689 0.09929  0.3399
H 3.28291 0.91555 -0.46536  -0.4051
H 4.35937 1.77712 -2.87184  0.3824
H 5.60055 2.21261 -1.94306  0.7089
H 2.08454 2.46002 -1.94637  0.2784
H 2.28882 2.77643 -0.18817  0.2737
H 0.57323 3.91586 -1.58967  -0.6403
H 1.65804 4.93877 -0.50349  0.5957
H 1.64149 4.44374 -3.58840  -0.0436
H 1.16871 5.93075 -2.73964  0.4824
H 3.36424 6.17971 -3.63237  0.4749
H 3.59429 6.18996 -1.90137  0.3681
H 4.24344 3.81774 -3.61858  0.3655
H 5.33081 4.75221 -2.59783  0.4266
H 5.60499 4.23074 -0.32824  0.3782
H 4.58136 3.25083 0.66707  0.2099
H 4.05535 4.97023 0.08233  0.4097
C -2.55263 -1.82301 3.89002  0.1483
N -3.71236 -2.88391 3.66864  0.0446
C -3.22398 -4.20767 4.34866  -0.7630
C -5.02365 -2.53394 4.34734  -0.9758
C -3.88209 -3.18858 2.11156  -0.2809
C -4.73201 -2.18500 1.25547  -0.8237
O -4.30476 -0.82384 1.53134  -0.2489
H -2.37237 -1.56436 4.93343  0.5093
H -2.96430 -0.94010 3.40105  -0.1285
H -1.69438 -2.14577 3.30068  -0.2797
H -3.45085 -4.19430 5.41470  0.3765
H -2.16738 -4.30698 4.09997  0.2380
H -3.71791 -5.12733 4.03505  0.4025
H -5.68240 -3.38848 4.19274  0.3730
H -5.19953 -1.58350 3.84352  0.3959
H -4.89292 -2.31387 5.40686  0.3600
H -4.38869 -4.15370 2.11122  0.4785
H -2.90226 -3.47052 1.72613  0.2298
H -5.74056 -2.20060 1.66862  0.3812
H -4.78625 -2.46301 0.20292  0.4140
H -3.51077 -0.62883 1.02818  0.4848
C 5.78888 0.18849 6.31582  -1.1952
C 5.41764 -0.89727 5.33251  -0.3546
N 4.30333 -0.37141 4.53094  0.3411
C 4.15645 -0.37193 3.14570  -1.1135
C 3.00590 0.24626 2.77506  -0.4321
N 2.42827 0.73164 3.96109  0.2956
C 3.15538 0.24157 5.05760  -0.3820
C 1.35613 1.68804 3.95620  -0.7095
H 4.95623 0.35007 7.00042  0.3556
H 6.04365 1.08048 5.74348  0.3486
H 6.56031 -0.20306 6.97891  0.4130
H 5.22878 -1.88211 5.75972  0.3172
H 6.19758 -1.12668 4.60644  0.3468
H 4.94130 -0.74540 2.50466  0.5603
H 2.61596 0.50565 1.80188  0.8751
H 2.95003 0.57540 6.06398  0.4756
H 0.48186 1.27127 3.45613  0.1679
H 1.68600 2.60642 3.47054  0.2949
H 1.08331 1.83239 5.00159  0.3773
P -0.76486 -0.08806 -0.05407  1.7531
F -2.40009 -0.23286 -0.00519  -0.7160
F -0.57160 -1.36360 0.91897  -0.5598
F -0.56666 -1.05568 -1.36809  -0.4638
F 0.86605 0.16524 0.03013  -0.4654
F -0.94077 1.19899 -1.15871  -0.3921
F -0.80055 0.77481 1.28090  -0.4740
P -3.22862 2.46318 4.64182  1.4143
F -4.48996 2.49426 3.66885  -0.2314
F -3.72491 0.95116 5.01973  -0.2431
F -2.08220 2.01415 3.52096  -0.4341
F -2.01965 2.39102 5.76903  -0.3657
F -3.06984 4.09995 4.42299  -0.1996
F -4.21107 2.92278 5.82098  0.0361